12
Properties=species:S:1:pos:R:3:forces:R:3 method="wB97M-V/def2-TZVPD" energy_ha=-323.407432 e_lumo_ev=0.6867 de_lowest_kcal_mol=70.4 gap_ha=0.396
O 1.128941 1.837270 -0.767220 -0.73 0.83 0.08
C 0.022235 1.485408 -0.416444 0.16 0.35 -0.22
C -0.011033 0.575341 0.758922 0.15 0.19 -0.07
C -0.589408 -0.759414 1.061889 -0.03 -0.01 0.08
C 0.469162 -0.682745 -0.026361 0.29 -0.16 -0.21
C -0.062215 -0.987759 -1.342159 -0.31 -0.22 -0.87
N -0.462635 -1.332445 -2.373035 0.36 0.40 1.01
H -0.872231 1.668943 -1.026106 -0.10 0.07 0.03
H 0.770132 0.842383 1.470954 -0.07 0.03 -0.28
H -1.576380 -1.040405 0.695847 0.32 0.02 -0.06
H -0.356346 -1.162947 2.042592 0.05 0.15 -0.15
H 1.539776 -0.443630 -0.078879 -0.10 -1.64 0.66

12
Properties=species:S:1:pos:R:3:forces:R:3 method="wB97M-V/def2-TZVPD" energy_ha=-323.267870 e_lumo_ev="-1.6960 / -1.7588" de_lowest_kcal_mol=158.0 gap_ha="0.259 / 0.256"
O -2.028686 0.020154 -0.234676 0.09 0.25 -0.05
C -1.066780 -0.826233 0.336296 -0.05 -0.49 0.34
C 0.363034 -0.480535 -0.025550 -0.12 0.18 1.60
C 0.680827 0.806195 -0.160972 0.03 -0.59 -0.82
C 0.926195 1.965323 -0.633883 -0.29 -1.71 -1.95
C 1.375065 -1.349569 0.447481 1.37 -1.52 0.78
N 2.158622 -2.084086 0.903819 -1.11 1.04 -0.80
H -1.857706 0.921663 0.068012 -0.11 -0.11 -0.07
H -1.110529 -0.820652 1.436573 -0.30 -0.11 -0.15
H -1.282330 -1.835160 -0.006220 -0.11 -0.06 -0.01
H 0.742075 0.705486 -1.905561 0.64 3.86 2.06
H 1.100212 2.977411 -0.225322 -0.05 -0.76 -0.92

12
Properties=species:S:1:pos:R:3:forces:R:3 method="wB97M-V/def2-TZVPD" energy_ha=-323.469660 e_lumo_ev=0.6948 de_lowest_kcal_mol=31.4 gap_ha=0.406
O 0.964399 2.349571 0.954337 0.00 -0.50 0.04
C 0.709683 1.172314 0.900646 0.03 0.25 -0.04
C 0.589017 0.439244 -0.393963 0.08 0.21 -0.08
C 0.571523 -1.057286 -0.460710 0.08 -0.15 0.04
C -0.711443 -0.304644 -0.664046 -0.17 -0.04 -0.04
C -1.710782 -0.368826 0.379531 -0.68 -0.07 0.76
N -2.491460 -0.434079 1.231693 0.75 0.07 -0.85
H 0.525716 0.572742 1.816796 -0.01 0.09 -0.07
H 0.988591 0.983838 -1.241751 -0.06 -0.02 0.08
H 0.662190 -1.611538 0.469442 0.00 0.12 -0.12
H 1.020201 -1.533107 -1.327161 -0.08 0.12 0.16
H -1.117634 -0.208228 -1.664813 0.06 -0.06 0.12

12
Properties=species:S:1:pos:R:3:forces:R:3 method="wB97M-V/def2-TZVPD" energy_ha=-323.416111 e_lumo_ev=0.5483 de_lowest_kcal_mol=65.0 gap_ha=0.413
O 0.992633 -0.457275 -1.724035 0.11 -0.18 0.13
C 0.681405 0.686355 -0.976496 -0.09 0.27 0.04
C -0.353214 0.336166 0.137647 -0.16 0.03 -0.21
C -0.173316 -0.932990 0.874229 -0.46 -0.54 -0.07
C -0.444017 -2.033473 1.284362 0.06 0.39 -0.33
C -0.689438 1.456180 1.028994 -0.44 0.99 0.64
N -1.070964 2.330215 1.686394 0.63 -0.99 -0.76
H 1.404521 -1.097908 -1.128637 -0.03 0.00 -0.15
H 1.583230 1.216435 -0.633859 -0.25 -0.30 0.35
H 0.172060 1.366425 -1.663418 0.06 -0.01 0.10
H -1.281573 0.135592 -0.418223 0.13 0.13 0.06
H -0.821326 -3.005724 1.533043 0.44 0.22 0.20

13
Properties=species:S:1:pos:R:3:forces:R:3 method="wB97M-V/def2-TZVPD" energy_ha=-398.703383 e_lumo_ev=0.7563 de_lowest_kcal_mol=47.1 gap_ha=0.374
C -1.455337 -0.259703 1.592575 2.97 0.58 -0.94
C -0.312721 0.308788 2.039763 -2.33 -1.08 -0.06
C -0.015178 -0.394616 0.018042 -1.05 -0.03 0.54
C 1.078291 0.822097 -1.825377 -1.78 0.02 0.16
C 0.583287 -0.627432 -1.357063 3.76 0.77 2.93
N -1.228652 -0.692441 0.324010 -1.02 -0.56 -1.37
O 0.591825 0.198878 1.079541 2.36 0.68 -1.03
O 2.164487 1.330859 -1.942748 -1.45 -1.20 0.16
H -2.337022 -0.336663 2.076305 -2.69 -0.37 1.31
H -0.209930 0.699406 3.009145 1.21 0.69 0.69
H 0.037770 1.399090 -1.929022 1.98 -0.31 -0.11
H 1.330504 -1.471404 -1.192579 -0.43 1.30 -0.78
H -0.227325 -0.976859 -1.892592 -1.53 -0.47 -1.51

13
Properties=species:S:1:pos:R:3:forces:R:3 method="wB97M-V/def2-TZVPD" energy_ha=-398.621640 e_lumo_ev=0.2546 de_lowest_kcal_mol=98.4 gap_ha=0.330
C 0.424503 0.991509 -0.108539 -0.81 3.76 2.10
C 1.247975 -0.012281 -0.284517 6.25 -1.69 -1.31
C 0.776543 -1.377694 -0.286774 -9.53 9.56 0.72
C -0.609733 -1.490641 -0.143031 2.81 -7.89 0.70
C -1.560854 -0.491892 0.209893 -1.33 -0.38 -2.94
H 0.929853 2.931821 0.686135 -0.27 -1.35 0.32
H 2.602553 0.073253 -0.474462 -4.78 0.33 0.71
H 1.562497 -1.844954 -0.286810 7.05 -7.15 -0.42
H -0.781861 -2.759995 -0.083447 -0.72 3.99 -0.14
H -1.641270 1.480526 0.515579 2.89 -1.66 -1.70
N -0.889825 0.727606 0.117222 -4.27 2.92 2.38
O 0.756662 2.361534 -0.079077 -0.21 -0.98 -1.49
O -2.817042 -0.588794 0.217830 2.91 0.54 1.06

13
Properties=species:S:1:pos:R:3:forces:R:3 method="wB97M-V/def2-TZVPD" energy_ha=-398.426854 e_lumo_ev=-0.2036 de_lowest_kcal_mol=220.6 gap_ha=0.362
C -2.497700 -0.133618 -0.430790 2.75 3.26 -3.40
C 0.649323 -0.288600 0.618575 0.88 6.61 5.61
C 1.113177 -1.440696 0.055101 3.82 -2.99 -5.55
C 1.444253 0.863601 0.064335 -2.38 -3.79 2.30
C 1.973850 1.808654 -0.369140 1.45 7.52 -0.40
H -3.068941 0.515534 -1.372156 0.69 -2.73 2.98
H -2.881480 -0.529018 0.723563 1.12 1.44 -3.81
H 0.594601 -0.289042 1.829062 1.69 -0.33 -2.26
H 0.335160 -2.113128 -0.003975 -1.48 -2.91 0.19
H 2.072160 3.010905 -0.291586 0.26 -3.73 -0.84
N -1.130375 0.142459 -0.723432 -8.08 -1.69 3.27
O -0.713550 -0.004366 0.601477 1.56 -0.71 -0.89
O 2.109516 -1.542691 -0.701040 -2.28 0.04 2.79

13
Properties=species:S:1:pos:R:3:forces:R:3 method="wB97M-V/def2-TZVPD" energy_ha=-398.522510 e_lumo_ev=0.1802 de_lowest_kcal_mol=160.6 gap_ha=0.342
C 0.473703 0.256241 -0.489882 1.04 2.44 -3.71
C -0.842879 0.328942 -0.263918 1.51 -3.70 4.12
C -1.158739 -0.652966 0.908700 -2.28 5.14 -3.74
C 1.151488 1.212203 -1.460180 5.24 4.95 -1.18
C 2.114646 2.016472 -1.884634 -6.03 -3.25 1.41
H 2.625296 -0.194011 -0.428410 -5.17 -2.11 -0.04
H 1.602021 -1.409255 0.733631 -2.04 2.77 -4.35
H -1.489341 1.114126 -0.354399 -1.17 1.97 -0.80
H -2.597133 -0.892910 2.073768 -1.87 -4.07 2.94
H 2.500311 2.915316 -2.454096 -0.46 -1.76 1.01
N 1.369763 -0.747803 -0.368958 7.93 -2.21 4.98
O -2.182089 -0.272683 1.599427 -1.00 6.37 -1.74
O -0.650263 -1.635316 1.169534 4.31 -6.56 1.10